The ion C5H10N with charge +1, computed with the ωB97M-V functional and the def2-TZVPD basis.

Positions of all 16 atoms, in Å:
C  -2.0539  0.1884  -0.1586
C  1.2024  1.2030  -0.2866
C  1.6023  0.1633  0.5405
C  1.4638  -0.9386  -0.4111
C  -0.9124  -0.5582  0.3799
N  0.3747  -0.1146  -0.1787
H  -2.1898  0.1397  -1.2827
H  -2.9149  0.0372  0.5070
H  1.2745  1.3670  -1.2975
H  1.7008  0.1367  1.6198
H  0.7563  2.0098  0.3143
H  1.9986  -0.8839  -1.3868
H  1.3394  -1.8837  -0.0052
H  -1.1332  -1.7229  0.2606
H  -0.8609  -0.3583  1.4890
H  -1.6476  1.2150  -0.1038

- SMILES: CC[N@+]12C[C@H]1C2
- Total charge: +1
- Frontier orbital gap: 12.98 eV

***

The ion C5H10N with charge +1, computed with the ωB97M-V functional and the def2-TZVPD basis.

Positions of all 16 atoms, in Å:
C  0.6683  -0.5295  -0.3424
C  -0.5632  -0.6952  -0.0354
C  2.0591  -0.8306  -0.6653
C  -2.0312  -0.9914  -0.2226
C  -0.0779  1.8150  0.5083
N  0.1409  0.3966  0.7370
H  2.1136  -1.2253  -1.6551
H  2.2893  -1.7639  -0.0113
H  2.7081  0.0128  -0.4315
H  -1.9009  -1.7473  -0.9299
H  -2.5554  -0.0849  -0.5527
H  -2.5308  -1.3491  0.6598
H  0.0431  2.1099  -0.5909
H  -1.0569  2.1027  0.7949
H  0.6599  2.5437  0.9525
H  0.0339  0.2362  1.7846

- SMILES: CC1=C(C)[NH+]1C
- Total charge: +1
- Frontier orbital gap: 11.60 eV

***

A structure of composition C5H10N, computed with the ωB97M-V functional and the def2-TZVPD basis.

Positions of all 16 atoms, in Å:
C  0.9771  1.1064  -0.6953
C  1.2728  0.2001  0.5050
C  -1.2781  0.6756  0.2533
C  -0.4684  0.8355  -0.9375
C  -0.2180  -0.3192  0.6348
N  -0.5359  -1.7660  0.3077
H  1.1753  2.2168  -0.4230
H  1.5830  0.8314  -1.4519
H  1.9845  -0.6101  0.1352
H  1.6222  0.7027  1.4058
H  -1.3932  1.5369  1.0061
H  -2.3197  0.3785  0.1112
H  -0.8110  0.2425  -1.8321
H  -1.4500  -1.9826  0.7016
H  0.2186  -2.1552  0.9603
H  -0.3593  -1.8932  -0.6813

- Total charge: +1
- Frontier orbital gap: 8.45 eV

***

The ion C5H10N with charge +1, computed with the ωB97M-V functional and the def2-TZVPD basis.

Positions of all 16 atoms, in Å:
C  -0.0725  0.3251  -0.5250
C  -0.5557  1.3851  -1.4627
C  0.1977  0.1418  -1.9208
C  0.7835  -1.4943  0.8062
C  -0.5584  0.4701  1.7633
N  -0.0020  -0.1948  0.6207
H  -1.6531  1.5854  -1.4865
H  0.2338  2.1225  -1.5570
H  1.1947  0.2896  -2.3731
H  -0.3439  -0.6713  -2.3757
H  1.7491  -1.2566  1.1223
H  0.9909  -1.9769  -0.1868
H  0.1844  -2.1666  1.3951
H  -1.2857  -0.3222  2.1624
H  -1.0482  1.3200  1.4825
H  0.1855  0.4431  2.5349

- SMILES: C[N+](C)=C1CC1
- Total charge: +1
- Frontier orbital gap: 12.21 eV

***

The ion C5H10N with charge +1, computed with the ωB97M-V functional and the def2-TZVPD basis.

Positions of all 16 atoms, in Å:
C  0.6722  0.2310  -2.1951
C  0.0300  0.4153  -1.0326
C  -0.4735  -0.7475  -0.1214
C  0.9427  -0.4983  0.0715
C  -1.5864  -0.4128  0.8448
N  1.2208  0.3651  1.2743
H  1.0464  -0.7372  -2.4875
H  0.8458  1.0509  -2.8774
H  -0.3074  1.4034  -0.7434
H  -0.6761  -1.6308  -0.7184
H  -1.6300  0.6425  1.1136
H  -1.4774  -1.0016  1.7583
H  -2.5424  -0.6723  0.3989
H  1.4410  -0.3055  2.0225
H  0.4374  0.9620  1.5902
H  2.0569  0.9359  1.1016

- Total charge: +1
- Frontier orbital gap: 8.11 eV

***

The ion C5H10N with charge +1, computed with the ωB97M-V functional and the def2-TZVPD basis.

Positions of all 16 atoms, in Å:
C  -1.2045  0.2441  1.4434
C  0.1776  -0.0673  1.2884
C  0.4838  0.8530  0.1663
C  1.7615  0.7624  -0.6775
C  -1.1365  -0.9395  -0.7774
N  -0.7398  0.1000  0.1650
H  -1.8280  -0.6314  1.7192
H  -1.4705  1.1941  1.7830
H  0.5227  -1.0941  1.5961
H  0.3493  1.8395  0.5618
H  1.5659  1.3553  -1.5089
H  2.0336  -0.2449  -0.9078
H  2.5564  1.1423  0.0846
H  -0.2713  -1.3469  -1.4051
H  -1.8876  -1.6263  -0.2507
H  -1.8689  -0.5057  -1.4727

- SMILES: C[C@@H]1[C@H]2C[N@@+]12C
- Total charge: +1
- Frontier orbital gap: 12.95 eV

***

A cluster of 2 separate species, C5H10N in total, computed with the ωB97M-V functional and the def2-TZVPD basis.

Positions of all 16 atoms, in Å:
C  -0.4046  3.4144  1.6335
C  -0.4217  2.1063  1.8304
C  0.7043  -2.1085  -0.7661
C  1.0271  -3.3196  -1.3089
C  -0.4855  0.0119  -0.5472
N  -0.2887  -1.2391  -1.2078
H  -1.1245  3.8073  0.9214
H  0.0323  4.1339  2.3057
H  1.1908  -1.8324  0.1569
H  -0.6864  1.4714  0.9848
H  0.2513  1.6517  2.5496
H  0.3028  -4.0854  -1.5551
H  2.0675  -3.5525  -1.1115
H  -0.2510  0.7000  -1.3621
H  -1.5559  -0.0201  -0.3067
H  -0.3578  -1.1393  -2.2170

- Total charge: +1
- Frontier orbital gap: 5.01 eV

***

A cluster of 2 separate species, C5H10N in total, computed with the ωB97M-V functional and the def2-TZVPD basis.

Positions of all 16 atoms, in Å:
C  0.5977  0.8249  -0.2618
C  -0.5104  0.2084  -0.2759
C  1.3768  2.0006  -0.1057
C  -3.1233  0.0519  0.0567
C  1.0277  -1.6710  0.3607
N  0.5777  -0.7260  -0.6101
H  0.8741  2.9901  -0.3558
H  2.2523  2.0792  -0.7837
H  1.6905  2.1486  0.8580
H  -3.5217  -0.7613  -0.6035
H  -3.2097  1.0281  -0.2185
H  -2.6596  -0.1865  0.9929
H  2.1312  -1.9240  0.2271
H  0.6327  -1.2494  1.3323
H  0.5340  -2.6744  0.2386
H  0.9069  -0.8644  -1.5181

- Total charge: +1
- Frontier orbital gap (spin up / spin down): 8.00 / 8.19 eV

***

The max |F| results, record by record, are as follows: 4.82, 3.68, 4.93, 5.34, 1.71, 4.98, 5.78, 4.30 eV Å⁻¹.